No. 1
63
Properties=species:S:1:pos:R:3:forces:R:3 method="wB97M-V/def2-TZVPD" spin_multiplicity=1 smiles="C[N+](=O)[O-].C[N+](=O)[O-].C[N+](=O)[O-].C[N+](=O)[O-].C[N+](=O)[O-].C[N+](=O)[O-].C[N+](=O)[O-].CCOC(C)=O" largest_force_ha_per_bohr=0.02709 homo_ev=-10.363
C -3.374 0.943 -2.481 0.5 0.3 0.0
N -4.644 1.205 -1.763 -0.3 0.2 0.0
O -5.350 2.115 -2.162 0.3 -0.3 0.2
O -4.914 0.454 -0.848 -0.1 0.1 0.0
H -3.571 0.079 -3.108 0.1 0.0 -0.1
H -2.597 0.726 -1.753 -0.2 -0.2 0.2
H -3.080 1.829 -3.035 -0.2 -0.1 -0.2
C -2.459 -3.558 1.418 0.2 -0.6 -0.6
N -2.541 -4.396 2.638 -0.4 0.9 0.9
O -1.602 -5.116 2.888 0.1 -0.3 -0.2
O -3.495 -4.208 3.375 0.2 -0.3 -0.3
H -3.438 -3.197 1.134 -0.1 0.1 0.2
H -2.041 -4.209 0.652 0.0 0.2 -0.1
H -1.766 -2.750 1.623 -0.1 0.1 0.1
C 2.617 -5.176 -1.579 0.2 -0.1 -0.2
N 1.873 -4.422 -0.539 0.3 -0.1 0.4
O 2.437 -4.277 0.524 -0.2 0.2 -0.2
O 0.744 -4.051 -0.793 -0.2 0.2 -0.2
H 2.571 -6.210 -1.250 0.0 -0.1 -0.2
H 3.647 -4.837 -1.590 0.0 0.0 0.2
H 2.173 -5.020 -2.555 -0.3 -0.1 0.1
C 0.422 -0.910 1.025 1.0 0.0 -0.1
N -0.490 0.118 0.472 0.0 -0.3 0.3
O -1.680 -0.093 0.568 -0.1 0.1 -0.2
O 0.013 1.122 0.004 -0.1 0.1 -0.2
H 1.430 -0.616 0.744 0.0 0.1 0.1
H 0.229 -1.891 0.599 -0.4 0.0 0.1
H 0.338 -0.887 2.107 -0.2 -0.2 0.0
C 1.884 -3.154 5.803 0.1 0.4 0.7
N 1.282 -2.973 4.462 -0.2 0.4 -0.1
O 1.963 -3.184 3.483 0.1 -0.2 0.1
O 0.147 -2.536 4.434 -0.1 -0.1 -0.1
H 1.215 -2.695 6.522 -0.1 -0.1 -0.1
H 2.824 -2.608 5.815 0.1 -0.2 -0.2
H 2.031 -4.197 6.065 0.0 -0.1 -0.4
C 1.446 2.648 2.741 0.7 0.5 -0.5
N 2.138 1.791 3.738 -0.6 -0.3 0.3
O 2.125 0.586 3.557 0.1 0.1 -0.2
O 2.587 2.336 4.720 0.2 0.1 0.0
H 1.938 3.617 2.777 -0.2 0.1 0.2
H 0.397 2.729 3.003 0.0 -0.1 0.1
H 1.591 2.242 1.745 -0.2 -0.3 0.1
C 1.724 -1.226 -2.398 -0.1 -0.5 -0.2
N 2.049 0.223 -2.489 -0.5 0.3 0.4
O 3.081 0.581 -1.959 0.0 -0.1 -0.1
O 1.273 0.946 -3.080 0.2 -0.2 0.0
H 0.665 -1.449 -2.477 -0.1 0.6 -0.3
H 2.058 -1.634 -1.450 0.5 0.2 -0.1
H 2.248 -1.663 -3.248 0.0 -0.2 0.2
C 0.051 4.524 -0.531 -0.3 0.6 0.4
C 0.028 3.994 -1.936 0.0 -0.9 0.3
O -0.489 5.018 -2.787 0.3 0.3 0.0
C -1.156 4.664 -3.886 -0.5 -0.1 -0.4
C -1.387 5.824 -4.802 0.7 0.9 -0.8
O -1.541 3.551 -4.138 0.1 -0.2 0.2
H 0.547 5.497 -0.539 0.1 -0.1 0.2
H 0.553 3.859 0.167 0.2 -0.1 -0.2
H -0.945 4.688 -0.112 -0.1 0.0 -0.3
H 1.040 3.728 -2.246 0.0 0.2 -0.2
H -0.561 3.082 -2.025 -0.1 0.1 0.0
H -0.572 6.552 -4.741 -0.2 0.0 0.4
H -2.325 6.356 -4.659 -0.1 -0.2 0.3
H -1.362 5.513 -5.847 -0.2 -0.4 0.2

No. 2
24
Properties=species:S:1:pos:R:3:forces:R:3 method="wB97M-V/def2-TZVPD" spin_multiplicity=1 smiles=NCCN.O.O.O.O largest_force_ha_per_bohr=0.05596 homo_ev=-8.379
N 0.271 0.645 2.782 1.2 -0.8 -0.7
C 0.690 1.221 1.531 1.0 -0.3 -0.4
C -0.450 1.799 0.637 -0.3 1.1 0.0
N -0.545 1.488 -0.792 0.6 -1.8 -0.8
H -0.129 -0.244 2.562 -0.6 -0.5 0.6
H -0.268 1.207 3.386 -0.8 0.6 0.4
H 1.245 0.403 1.005 -0.7 0.5 0.1
H 1.511 1.954 1.745 -0.9 -0.1 -0.4
H -1.479 1.563 0.982 0.9 -0.1 0.6
H -0.353 2.907 0.731 -0.3 -0.6 -0.3
H 0.305 1.714 -1.309 -0.1 0.2 0.4
H -0.572 0.436 -0.936 -0.1 2.1 0.5
O -0.458 -2.494 1.932 0.1 -0.4 0.6
H -0.383 -2.571 0.984 -0.2 0.4 -1.0
H -0.139 -3.355 2.224 0.0 0.2 0.3
O -0.716 -1.949 -0.938 0.6 -2.4 1.5
H -0.637 -1.023 -1.020 -0.3 0.9 -0.7
H -1.424 -2.339 -1.447 0.0 0.5 -0.1
O -1.203 -0.939 -3.393 0.4 -0.1 -0.4
H -1.381 0.002 -3.299 -0.4 -0.1 0.1
H -1.950 -1.456 -3.076 -0.2 0.6 -0.3
O 2.343 0.589 -1.390 1.0 -1.1 -1.1
H 2.671 0.027 -2.137 -0.8 0.8 0.6
H 3.054 0.416 -0.762 -0.2 0.3 0.4

No. 3
35
Properties=species:S:1:pos:R:3:forces:R:3 method="wB97M-V/def2-TZVPD" spin_multiplicity=1 largest_force_ha_per_bohr=0.04268 homo_ev=-11.933 total_charge=+1
C 1.469 -1.839 0.801 0.3 -0.2 0.6
N 1.626 -1.420 2.182 -0.5 0.0 0.0
C 1.336 -0.023 2.517 1.0 0.0 -0.7
C 0.079 -1.789 0.144 -1.1 -1.0 0.9
N -0.142 -0.574 -0.667 -0.3 1.1 0.1
C -1.605 -0.381 -0.833 -0.7 -2.0 -0.2
C -2.285 -1.041 0.395 0.3 0.4 -0.4
C -1.172 -1.815 1.104 1.7 1.3 -0.2
H 1.812 -2.875 0.775 0.0 0.0 -0.2
H 2.194 -1.268 0.217 -0.1 0.0 -0.3
H 1.142 -2.055 2.804 0.2 0.0 0.0
H 2.203 0.409 3.023 -0.3 -0.1 0.6
H 1.343 0.575 1.608 -0.4 0.0 -0.3
H 0.401 0.126 3.049 0.0 0.1 0.2
H -0.061 -2.699 -0.445 0.3 0.5 -0.7
H 0.271 -0.597 -1.598 0.6 -0.1 -0.3
H 0.265 0.246 -0.191 -0.1 -0.1 -0.1
H -1.886 0.543 -1.298 0.1 0.8 0.8
H -1.896 -1.078 -1.590 0.3 -0.6 -1.0
H -3.019 -1.747 0.023 -0.4 0.3 0.1
H -2.736 -0.272 1.007 -0.2 -0.2 0.4
H -0.848 -1.225 1.956 -0.3 -0.3 0.5
H -1.353 -2.843 1.377 -0.4 -0.1 0.2
H -1.646 2.491 -0.113 0.0 0.1 0.1
H -1.878 2.395 1.443 -0.1 0.1 -0.1
O -1.268 2.194 0.729 0.3 -0.2 0.3
H -0.242 2.267 -1.765 0.3 0.6 0.0
H -1.171 3.421 -2.319 0.3 0.0 -0.1
O -1.141 2.508 -2.024 -0.5 -0.4 0.0
H 2.369 -0.393 -2.923 -0.3 0.0 0.0
H 1.323 -0.001 -3.961 -0.2 0.0 0.0
O 1.415 -0.249 -3.033 0.5 0.0 -0.1
H 0.906 2.717 0.474 0.1 0.4 -0.2
H 1.954 2.798 -0.752 0.1 0.4 0.5
O 1.301 2.273 -0.285 -0.2 -0.9 -0.5

No. 4
102
Properties=species:S:1:pos:R:3:forces:R:3 method="wB97M-V/def2-TZVPD" spin_multiplicity=5 largest_force_ha_per_bohr=0.00583 homo_ev="-2.703 / -5.577" total_charge=-1
Cr -1.001 -0.002 -0.860 -0.2 0.0 -0.1
O -1.595 3.236 1.276 0.1 0.0 -0.1
C -1.390 2.420 0.387 0.0 -0.2 0.2
O -1.029 1.164 0.634 0.0 0.3 0.0
C -1.460 2.737 -1.045 -0.1 0.0 -0.1
C -1.718 4.031 -1.491 0.0 0.0 0.1
C -1.659 4.330 -2.824 0.0 0.0 0.0
C -1.378 3.279 -3.766 0.0 0.0 0.0
C -1.321 3.505 -5.143 0.0 0.0 0.0
C -1.082 2.478 -6.042 0.0 0.0 0.0
C -0.921 1.184 -5.560 0.0 0.0 0.0
C -0.971 0.928 -4.200 0.0 0.0 0.0
C -1.166 1.962 -3.271 0.0 0.0 0.0
N -1.142 1.711 -1.921 0.0 0.1 0.1
H -1.940 4.775 -0.737 0.0 0.0 0.0
H -1.844 5.332 -3.190 0.0 0.0 0.0
H -1.474 4.518 -5.503 0.0 0.0 0.0
H -1.038 2.679 -7.105 0.0 0.0 0.0
H -0.764 0.361 -6.247 0.0 0.0 0.0
H -0.902 -0.089 -3.845 0.0 0.0 0.0
N -1.254 -1.519 0.600 0.2 0.0 0.1
C -2.682 -1.894 0.648 0.1 -0.1 0.0
C -3.552 -0.954 -0.183 0.0 0.1 0.0
O -4.761 -1.057 -0.114 0.1 0.0 0.0
O -2.900 -0.123 -0.934 -0.1 -0.2 0.0
H -0.678 -2.336 0.448 0.0 0.0 0.0
H -0.960 -1.082 1.465 0.0 0.0 0.1
H -3.057 -1.917 1.670 0.0 0.0 0.0
H -2.805 -2.892 0.228 0.0 0.0 0.0
O 2.765 -2.772 -4.504 -0.2 -0.1 0.0
C 3.292 -1.591 -4.243 0.1 0.1 0.2
O 4.293 -1.204 -4.796 0.0 0.0 0.0
C 2.639 -0.773 -3.177 -0.1 0.1 -0.1
C 3.169 0.382 -2.641 0.1 0.0 -0.1
Cl 4.538 1.261 -3.131 0.0 0.0 0.0
N 2.370 0.807 -1.639 0.1 0.0 0.2
N 1.300 -0.011 -1.512 -0.2 0.0 -0.1
C 1.449 -0.946 -2.435 0.0 -0.1 -0.2
C 0.341 -1.946 -2.588 0.0 -0.1 0.1
O 0.552 -3.003 -3.191 0.1 0.0 -0.2
O -0.757 -1.616 -2.052 0.0 0.0 -0.1
C 2.667 1.805 -0.653 0.0 0.0 0.0
C 1.653 2.645 -0.242 0.0 0.1 0.0
C 1.886 3.562 0.772 0.0 0.0 -0.1
C 3.153 3.674 1.324 0.0 0.0 0.0
C 4.183 2.863 0.861 0.0 0.0 0.0
C 3.943 1.905 -0.112 0.0 0.1 0.0
H 1.932 -2.945 -3.960 0.0 0.1 -0.1
H 0.691 2.582 -0.718 0.0 0.0 0.0
H 1.063 4.180 1.111 0.0 0.0 0.0
H 3.346 4.395 2.109 0.0 0.0 0.0
H 5.177 2.953 1.282 0.0 0.0 0.0
H 4.738 1.251 -0.440 0.0 0.0 0.0
C 3.536 -0.092 2.731 0.1 -0.2 0.0
P 2.042 -0.739 1.851 0.0 0.1 0.0
C 1.290 -1.835 3.111 0.0 0.1 0.1
C 0.128 -1.357 3.719 0.0 0.0 0.0
C -0.519 -2.101 4.698 0.0 0.0 0.0
C -0.005 -3.331 5.079 0.0 0.0 0.0
C 1.163 -3.807 4.494 0.0 0.0 0.0
C 1.808 -3.063 3.520 0.0 0.0 0.0
C 2.809 -1.931 0.692 0.0 0.0 0.0
C 4.043 -1.675 0.096 0.0 0.0 0.0
C 4.496 -2.445 -0.969 0.0 0.0 0.0
C 3.726 -3.489 -1.456 0.0 -0.1 0.1
C 2.505 -3.771 -0.857 0.0 0.0 0.1
C 2.055 -2.999 0.202 0.0 -0.1 0.0
P 3.131 0.790 4.297 0.0 0.0 0.0
C 3.303 -0.560 5.539 0.0 0.0 0.0
C 2.273 -0.762 6.450 0.0 0.0 0.0
C 2.370 -1.751 7.422 0.0 0.0 0.0
C 3.501 -2.547 7.491 0.0 0.0 0.0
C 4.541 -2.350 6.589 0.0 0.0 0.0
C 4.443 -1.361 5.625 0.0 0.0 0.0
C 4.732 1.628 4.636 0.0 0.1 0.0
C 4.773 2.449 5.765 0.0 0.0 0.0
C 5.927 3.132 6.110 0.0 0.0 0.0
C 7.064 3.021 5.319 0.0 0.0 0.0
C 7.035 2.216 4.192 0.0 0.0 0.0
C 5.878 1.523 3.855 0.1 0.0 0.0
H 3.942 0.666 2.060 0.0 0.0 0.0
H 4.295 -0.866 2.879 0.0 0.0 0.0
H -0.259 -0.382 3.434 0.0 0.0 0.0
H -1.421 -1.718 5.158 0.0 0.0 0.0
H -0.506 -3.917 5.840 0.0 0.0 0.0
H 1.574 -4.761 4.802 0.0 0.0 0.0
H 2.715 -3.444 3.062 0.0 0.0 0.0
H 4.657 -0.856 0.450 0.0 0.0 0.0
H 5.449 -2.212 -1.431 0.0 0.0 0.0
H 4.064 -4.068 -2.305 0.0 0.0 0.0
H 1.886 -4.575 -1.235 0.0 0.0 0.0
H 1.100 -3.239 0.658 0.1 0.0 0.0
H 1.384 -0.145 6.391 0.0 0.0 0.0
H 1.554 -1.901 8.119 0.0 0.0 0.0
H 3.577 -3.319 8.247 0.0 0.0 0.0
H 5.431 -2.965 6.644 0.0 0.0 0.0
H 5.267 -1.201 4.939 0.0 0.0 0.0
H 3.885 2.551 6.381 0.0 0.0 0.0
H 5.937 3.761 6.992 0.0 0.0 0.0
H 7.965 3.563 5.579 0.0 0.0 0.0
H 7.916 2.121 3.568 0.0 0.0 0.0
H 5.885 0.890 2.976 0.0 0.0 0.0

No. 5
20
Properties=species:S:1:pos:R:3:forces:R:3 method="wB97M-V/def2-TZVPD" spin_multiplicity=1 smiles=c1ccc(-c2ccc[nH]2)cc1 largest_force_ha_per_bohr=0.18339 homo_ev=-8.386
C 1.429 2.864 0.622 -1.9 -9.1 -0.4
C 0.134 2.841 0.205 0.9 -7.8 0.1
C -0.539 1.579 -0.047 -0.6 -0.2 -0.8
C 0.170 0.384 0.097 -0.2 -1.5 0.7
C -0.514 -0.962 -0.113 1.4 1.5 -2.2
C -1.249 -1.746 0.655 -2.1 -0.7 4.9
C -1.643 -2.924 -0.100 -0.6 1.5 2.2
C -1.063 -2.820 -1.329 -1.0 3.3 5.5
N -0.417 -1.648 -1.326 3.2 3.5 -3.7
C 1.491 0.325 0.580 -2.1 9.2 -0.5
C 2.154 1.608 0.801 -2.2 0.5 -0.5
H 1.805 3.725 0.592 3.8 6.8 0.6
H -0.376 3.643 0.154 -3.5 5.8 -0.7
H -1.628 1.362 -0.482 2.4 1.3 1.2
H -1.511 -1.486 1.877 0.7 -0.9 -4.0
H -2.481 -3.425 0.362 0.4 -1.2 -0.7
H -1.100 -3.466 -2.028 -0.1 -4.0 -5.2
H 0.058 -1.161 -2.233 -1.5 -1.9 3.2
H 2.085 -0.424 0.620 3.2 -5.5 0.4
H 3.194 1.731 1.092 -0.1 -0.6 0.0

No. 6
31
Properties=species:S:1:pos:R:3:forces:R:3 method="wB97M-V/def2-TZVPD" spin_multiplicity=1 largest_force_ha_per_bohr=0.00495 homo_ev="-17.700 / -17.964" total_charge=+3
In 0.279 -0.600 -1.715 0.0 0.0 -0.2
N -0.344 2.267 -5.627 0.0 0.0 0.0
C -1.652 2.001 -5.555 0.0 0.0 0.0
C -1.799 1.065 -4.507 0.0 0.0 0.0
N -0.613 0.791 -3.977 0.0 0.1 0.0
C 0.296 1.523 -4.665 0.0 -0.1 0.0
C 1.666 1.414 -4.404 0.0 -0.1 0.0
N 2.137 0.572 -3.453 0.0 0.0 0.1
C 3.461 0.647 -3.504 0.0 0.0 0.0
C 3.853 1.563 -4.506 0.0 0.0 0.0
N 2.718 2.023 -5.044 0.0 0.0 0.0
H 0.068 2.910 -6.291 0.0 0.0 0.0
H -2.382 2.452 -6.209 0.0 0.0 0.0
H -2.718 0.613 -4.170 0.0 0.0 0.0
H 4.113 0.070 -2.868 0.0 0.0 0.0
H 4.831 1.879 -4.834 0.0 0.0 0.0
H 2.680 2.702 -5.793 0.0 0.0 0.0
C -1.726 -2.406 8.053 0.0 0.0 0.0
C -1.435 -1.591 6.866 0.0 0.0 0.0
C -1.329 -0.188 6.896 0.0 0.0 0.0
C -1.056 0.478 5.737 0.0 0.0 0.0
C -0.889 -0.290 4.543 0.0 0.1 0.0
Br -0.518 0.616 2.974 0.0 0.0 0.2
N -0.980 -1.615 4.471 0.0 0.0 0.0
C -1.243 -2.246 5.587 0.0 0.0 0.0
H -1.850 -1.814 8.954 0.0 0.0 0.0
H -0.925 -3.142 8.203 0.0 0.0 0.0
H -2.628 -3.006 7.879 0.0 0.0 0.0
H -1.464 0.347 7.827 0.0 0.0 0.0
H -0.963 1.555 5.700 0.0 0.0 0.0
H -1.319 -3.328 5.535 0.0 0.0 0.0